Density functional theory data (ωB97M-V/def2-TZVPD) for a cluster of 2 separate species, C4H9N2 in total.

Its total charge is +1. Its energy relative to the best compared isomer or geometry (same formula, charge and spin) is 245.53 kJ/mol. The molar mass comes out at 85.13 g/mol. The LUMO energy is -3.27 eV. The gap between HOMO and LUMO comes out at 11.27 eV. The total energy comes out at -267.0058 Eh.

Geometry as XYZ:
```
15
C4H9N2 (ωB97M-V/def2-TZVPD)
C -2.4787 1.3025 -0.1104
C 0.2884 -0.8854 -0.8414
C 0.9565 0.2448 -0.7007
C 1.3200 1.0718 0.5237
N -1.9782 0.3388 0.2105
N -0.0969 -1.8127 0.2912
H -2.9540 2.2890 -0.2479
H 0.0215 -1.2306 -1.8502
H 1.1768 0.8788 -1.5402
H 2.3951 1.3363 0.3110
H 1.3911 0.7060 1.6134
H 0.5682 1.8902 0.6215
H 0.4222 -2.6604 0.3750
H -1.0673 -2.0289 0.1062
H 0.0352 -1.4402 1.2384
```